{"formula": "C5H10O", "method": "ωB97M-V with the def2-TZVPD basis set", "homo_lumo_gap_ev": 8.0, "spin_multiplicity": 1, "total_charge": 0, "e_above_lowest_kcal_mol": 115.8, "e_homo_ev": -7.3, "lumo_ev": 0.7, "species": ["H", "O", "H", "H", "C", "H", "H", "C", "H", "H", "H", "H", "C", "H", "C", "C"], "xyz": [[-2.2432, 0.2082, 1.0080], [-1.2866, 0.6897, -0.7793], [2.4037, -1.4317, 1.1895], [-2.9609, 1.5706, 0.0623], [1.8161, 0.4125, 0.0794], [0.0388, -0.8009, -1.5656], [-0.7041, 1.3760, -0.4089], [0.5780, -0.4165, 0.4232], [2.0800, -1.6962, -0.5872], [2.2442, 1.0613, 0.8403], [-3.1114, -0.1317, -0.5025], [0.2395, -0.3147, 1.4576], [1.9257, -1.0664, 0.2852], [1.9087, 0.7840, -0.9396], [-2.4804, 0.5896, 0.0114], [-0.4481, -0.8338, -0.5739]]}

---

{"formula": "C5H10O", "method": "ωB97M-V with the def2-TZVPD basis set", "homo_lumo_gap_ev": 11.1, "spin_multiplicity": 1, "total_charge": 0, "e_above_lowest_kcal_mol": 25.6, "e_homo_ev": -10.0, "lumo_ev": 1.0, "smiles": "C=C[C@@H](C)CO", "species": ["H", "H", "H", "C", "O", "H", "H", "C", "H", "C", "C", "H", "H", "H", "C", "H"], "xyz": [[2.5267, 1.6445, -0.1171], [1.5100, -1.2668, -0.5038], [-1.4855, 1.7754, 0.1596], [-0.3513, -1.5474, -0.0258], [0.7739, -1.7985, -0.8342], [-1.2172, -1.7224, -0.6729], [-2.4292, 0.3205, -0.2138], [0.9293, 0.5092, 0.6796], [1.0074, 1.5493, -1.1651], [-0.4495, -0.1004, 0.5533], [1.5159, 1.2672, -0.2456], [-0.8565, -0.1927, 1.5682], [-1.1356, 0.8292, -1.3037], [-0.4073, -2.2769, 0.7957], [-1.4263, 0.7613, -0.2501], [1.4952, 0.2487, 1.5758]]}

---

{"formula": "C5H10O", "method": "ωB97M-V with the def2-TZVPD basis set", "homo_lumo_gap_ev": 10.8, "spin_multiplicity": 1, "total_charge": 0, "e_above_lowest_kcal_mol": 30.8, "e_homo_ev": -9.6, "lumo_ev": 1.1, "species": ["C", "C", "H", "C", "H", "O", "H", "H", "C", "H", "H", "C", "H", "H", "H", "H"], "xyz": [[-0.0242, 1.5118, -0.4590], [-0.1645, 0.2488, 1.7089], [-0.7632, 1.0873, 2.0821], [0.1429, -0.9693, 0.1407], [0.4205, -0.1834, 2.5343], [-0.9626, -0.7652, 1.0547], [0.2433, 1.4093, -1.5163], [-0.8151, -0.7403, -1.8075], [0.6319, 0.4470, 0.4123], [0.8186, -1.7050, 0.6074], [1.7212, 0.5406, 0.3965], [-0.0257, -1.3133, -1.3186], [0.2902, 2.5038, -0.1203], [-1.1163, 1.4569, -0.3797], [0.9369, -0.9958, -1.7437], [-0.1513, -2.3776, -1.5282]]}

---

Q: Which max |F| values were calculated for the entries above? A: 0.008; 0.008; 0.009, in Eh/bohr.